{
  "formula": "C5H10O",
  "method": "ωB97M-V/def2-TZVPD",
  "species": ["C", "C", "C", "C", "C", "O", "H", "H", "H", "H", "H", "H", "H", "H", "H", "H"],
  "xyz": [[-1.134303, -0.878337, -0.535067], [-0.218646, 0.325237, -0.317399], [-1.002387, 1.456076, 0.343456], [0.997322, -0.032167, 0.535111], [1.979591, -0.974508, -0.115261], [1.827270, -1.491632, -1.197368], [-2.045780, -0.570928, -1.058633], [-1.435302, -1.296479, 0.434603], [-0.639394, -1.658853, -1.115615], [0.156659, 0.674317, -1.289791], [-0.372804, 2.334609, 0.521831], [-1.847428, 1.759558, -0.284406], [-1.406588, 1.125098, 1.309019], [1.552545, 0.877618, 0.807894], [0.683561, -0.477178, 1.493481], [2.905684, -1.172433, 0.468145]],
  "forces_ev_per_angstrom": [[-0.0077, -0.0359, -0.0143], [-0.0046, 0.0283, -0.0305], [-0.0327, 0.0819, 0.0409], [-0.0294, 0.0216, -0.0520], [-0.0525, -0.1319, -0.3028], [0.1261, 0.2557, 0.4551], [0.1179, -0.0778, 0.0318], [0.0149, 0.0298, -0.1282], [-0.0909, 0.0767, 0.0809], [-0.1082, -0.0929, 0.1184], [-0.0961, -0.0820, -0.0193], [0.1278, -0.0228, 0.1059], [0.0538, 0.0739, -0.1170], [0.0121, -0.1419, -0.0148], [0.0868, 0.0230, -0.1216], [-0.1172, -0.0056, -0.0324]],
  "e_homo_ev": -9.814,
  "smiles": "CC(C)CC=O",
  "multiplicity": 1,
  "orbital_gap_ev": 10.864,
  "charge": 0,
  "lumo_energy_ev": 1.05
}